P.
Formula: C2H7N4
Source: the OMol25 dataset
Level of theory: ωB97M-V/def2-TZVPD

Last column: Löwdin charge in e.
Element x y z (Å)
C  -2.29720  -0.00641  -0.80167  0.0970
C  -1.96342  -0.81549  0.09153  0.0479
N  -1.73627  0.58708  0.46007  0.1144
N  0.76087  0.46301  -0.50219  0.0175
N  1.38261  -0.22100  0.34517  -0.1509
N  2.57460  -0.71271  0.10886  0.0608
H  -2.81414  0.59583  -1.58493  0.1628
H  -1.78203  -1.73050  0.49806  0.1100
H  -0.73329  0.70889  0.26999  0.0436
H  1.23724  0.65382  -1.39942  0.0881
H  -2.29351  0.93687  1.21037  0.1592
H  3.06077  -0.42503  -0.85122  0.1771
H  3.14560  -0.75331  0.88298  0.0726

The spin multiplicity is 1. The charge is +1. The HOMO-LUMO gap comes out at 10.81 eV.

Q.
Formula: C2H7N4
Source: the OMol25 dataset
Level of theory: ωB97M-V/def2-TZVPD

Last column: Löwdin charge in e.
Element x y z (Å)
C  1.38945  -0.86305  0.74100  0.0513
C  0.92522  -0.26986  -0.31909  -0.2070
N  -3.25848  0.41245  0.70648  0.2409
N  -2.45048  -0.21378  0.20651  -0.2609
N  -1.42882  -0.46783  -0.30912  0.0314
N  0.45644  1.17814  -0.43897  0.1729
H  1.98185  -1.83391  0.73221  0.1202
H  1.67531  -0.37486  1.69155  0.0902
H  0.78813  -0.82635  -1.16096  0.0788
H  -1.20711  -1.45720  -0.63229  0.1521
H  -0.38732  1.30594  -0.97357  0.1284
H  1.17502  1.88691  -0.81103  0.2061
H  0.34082  1.52339  0.56728  0.1955

The spin multiplicity is 1. The charge is +1. The HOMO-LUMO gap comes out at 10.27 eV.

R.
Formula: C2H7N4
Source: the OMol25 dataset
Level of theory: ωB97M-V/def2-TZVPD

Last column: Löwdin charge in e.
Element x y z (Å)
C  0.63749  -0.06083  0.08652  -0.2320
C  -0.44448  0.79114  0.82841  -0.0596
N  0.21314  -0.63513  -1.15633  0.0633
N  1.84168  -0.69554  0.00693  0.0438
N  1.46869  -1.30991  -1.08313  -0.0527
N  -1.73852  0.51160  0.11602  0.2074
H  -0.51620  0.44503  1.94605  0.1728
H  -0.19255  1.83090  0.79562  0.1145
H  2.68722  -0.70258  0.52607  0.1605
H  2.00848  -1.31552  -1.90205  0.1323
H  -1.77315  -0.48138  0.20016  0.1465
H  -1.68602  0.70417  -0.88441  0.1676
H  -2.50577  0.91804  0.52016  0.1357

The spin multiplicity is 1. The charge is +1. The HOMO-LUMO gap comes out at 9.82 eV.

S.
Formula: C2H7N4
Source: the OMol25 dataset
Level of theory: ωB97M-V/def2-TZVPD

Last column: Löwdin charge in e.
Element x y z (Å)
N  -1.89432  -0.17593  -0.89185  0.1908
C  -0.69862  0.16740  -0.35288  -0.2813
N  0.31905  0.64301  -1.07012  0.0794
N  1.47094  0.39882  -0.38353  -0.0474
N  1.22763  0.06084  1.01490  0.0267
C  -0.15774  -0.48726  0.97918  -0.0499
H  -2.77671  -0.42695  -0.50464  0.1233
H  -1.92363  0.10506  -1.87194  0.1314
H  2.03563  -0.51805  -0.59869  0.2338
H  2.25795  1.09660  -0.57566  0.2267
H  1.21387  0.88321  1.61076  0.1348
H  -0.75269  -0.24003  1.83643  0.1254
H  -0.32134  -1.50672  0.80803  0.1062

The SMILES is NC1=N[NH2+]NC1. The spin multiplicity is 1. The charge is +1. The HOMO-LUMO gap comes out at 11.14 eV.

Going by the energies, S is most stable and the next is 0.0616 hartree up.

P.
Formula: CH5O3Si
Source: the OMol25 dataset
Level of theory: ωB97M-V/def2-TZVPD

Last column: Löwdin charge in e.
Element x y z (Å)
C  1.06404  0.60924  -1.00841  -0.1928
O  -3.31820  -0.71954  0.50656  0.2812
O  -2.17325  -1.10348  0.57466  0.0726
O  -1.23097  -0.17300  0.60170  -0.1226
Si  0.62573  -0.15642  0.67793  0.8357
H  2.14675  0.57632  -1.12617  0.0440
H  0.60681  0.05514  -1.82968  0.0439
H  0.73652  1.64842  -1.06821  0.0477
H  0.96871  -1.55208  0.91009  -0.0131
H  0.57386  0.81539  1.76152  0.0034

The spin multiplicity is 1. The charge is +1. The HOMO-LUMO gap (spin up / spin down) comes out at 7.41 / 7.39 eV.

Q.
Formula: CH5O3Si
Source: the OMol25 dataset
Level of theory: ωB97M-V/def2-TZVPD

Last column: Löwdin charge in e.
Element x y z (Å)
C  1.96393  0.14299  -0.16141  -0.1556
O  -0.79413  0.21445  0.05685  -0.1993
O  -2.07325  -0.37675  -0.13011  -0.1316
O  -3.04768  0.49068  0.17577  0.0268
Si  0.43815  -0.69211  0.51446  1.0219
H  2.43893  -0.56875  -0.96281  0.0966
H  1.62861  1.17656  -0.65029  0.1156
H  2.74436  0.35669  0.53668  0.0238
H  -3.33706  0.99008  -0.70331  0.2006
H  0.03814  -1.73384  1.32417  0.0010

The spin multiplicity is 1. The charge is +1. The HOMO-LUMO gap comes out at 9.51 eV.

Going by the energies, Q is most stable and the next is 0.0783 hartree up.

P.
Formula: C3H5BrO
Source: the OMol25 dataset
Level of theory: ωB97M-V/def2-TZVPD

Last column: Löwdin charge in e.
Element x y z (Å)
C  0.70799  1.14945  -0.82357  -0.1897
C  -0.57829  0.49406  -0.51935  -0.9115
C  -0.75173  -0.57094  0.51022  -0.1434
O  -0.05331  1.91899  0.06220  0.0387
Br  -2.01683  0.78529  -1.72063  0.7377
H  1.61469  0.72668  -0.39134  0.1370
H  0.86504  1.57640  -1.81215  0.1140
H  0.20964  -0.82913  0.94954  0.0780
H  -1.18345  -1.45354  0.04107  0.0647
H  -1.42492  -0.24122  1.30054  0.0746

The spin multiplicity is 3. The HOMO-LUMO gap (spin up / spin down) comes out at 5.47 / 7.17 eV.

Q.
Formula: C3H5BrO
Source: the OMol25 dataset
Level of theory: ωB97M-V/def2-TZVPD

Last column: Löwdin charge in e.
Element x y z (Å)
C  0.23314  0.89378  -0.04330  -0.0709
C  0.86301  -0.82021  -0.46815  -0.0348
C  -0.71398  0.01593  0.65488  -0.7750
O  -0.07057  -1.12401  0.50876  -0.0658
Br  -2.48060  0.01899  -0.36450  0.5549
H  1.04561  1.23089  0.52951  0.0702
H  -0.22432  1.56173  -0.74908  0.0560
H  0.57591  -1.13242  -1.40211  0.0821
H  1.91591  -0.84260  -0.27198  0.0956
H  -1.14412  0.19790  1.60597  0.0877

The spin multiplicity is 3. The HOMO-LUMO gap (spin up / spin down) comes out at 5.23 / 5.90 eV.

Going by the energies, P is most stable and the next is 0.0321 hartree up.